one) The following is a DFT calculation (the ωB97M-V functional and the def2-TZVPD basis) of 2 unconnected molecules or ions with the total composition C12H17N.

Last column: Löwdin spin population.
Positions of all 30 atoms, in Å:
C -0.300 0.128 2.780  0.0215
C -0.909 -1.235 -0.669  -0.0049
C -0.446 -1.449 0.727  -0.0030
C -0.936 -0.256 1.445  0.1601
C -1.782 0.377 0.700  0.0608
C -0.198 -3.495 -1.203  0.0248
C -0.892 -2.225 -1.603  0.1936
C 0.408 -3.542 0.018  0.0813
C 0.257 -2.553 1.113  0.1489
N -1.873 -0.230 -0.588  0.2759
H -0.212 -4.542 -1.691  -0.0012
H -1.461 -2.142 -2.583  0.0053
H 1.065 -4.229 0.493  0.0038
H 0.567 -2.584 2.190  0.0047
H -2.029 0.358 -1.409  0.0074
H -2.134 1.298 0.907  -0.0008
H 0.110 1.138 2.821  0.0071
H 0.644 -0.402 2.988  -0.0001
H -1.075 0.095 3.517  0.0077
C 0.751 2.930 -0.785  0.0005
C 1.210 1.914 0.265  0.0046
C 0.814 2.281 -2.139  -0.0002
H -0.208 3.410 -0.529  0.0000
H 1.488 3.800 -0.875  0.0003
H 2.202 1.508 0.177  0.0002
H 0.228 2.669 -2.957  0.0000
H 1.899 2.445 -2.522  0.0000
H 0.525 1.141 0.233  0.0015
H 1.522 2.351 1.205  0.0002
H 0.765 1.042 -2.021  -0.0003

Summary:
E_HOMO (alpha / beta) ... -13.294 / -13.332 eV
Orbital gap (alpha / beta) ... 0.350 / 0.221 Eh
Charge ... +1
Spin multiplicity ... 2
<S²> ... 0.7774
LUMO level (alpha / beta) ... -3.782 / -7.306 eV

two) The following is a DFT calculation (the ωB97M-V functional and the def2-TZVPD basis) of 2 unconnected molecules or ions with the total composition C12H17N.

Last column: Löwdin spin population.
Positions of all 30 atoms, in Å:
C 2.535 0.402 0.981  0.0304
C 4.014 0.649 0.614  0.0178
C 1.659 0.282 -0.214  0.2537
C 1.732 -0.492 -1.375  0.2098
C 0.476 1.096 -0.368  0.0135
C -0.177 0.593 -1.502  0.0431
C -0.271 1.913 0.484  0.1093
C -1.483 0.905 -1.864  0.0321
C -1.599 2.135 0.216  -0.0036
C -2.224 1.668 -0.964  0.1155
N 0.677 -0.325 -2.170  0.1469
H 2.375 -0.475 1.615  0.0122
H 2.176 1.242 1.573  0.0005
H 4.726 -0.111 0.936  0.0009
H 2.608 -1.013 -1.739  0.0052
H 0.528 -0.695 -3.097  0.0020
H 0.189 2.419 1.325  0.0050
H -1.846 0.455 -2.778  -0.0004
H -2.122 2.788 0.902  -0.0024
H -3.190 2.135 -1.102  0.0043
H 4.378 1.636 0.871  0.0020
H 4.109 0.546 -0.474  0.0022
C -3.258 -3.327 2.680  0.0000
C -1.933 -3.459 1.890  0.0000
H -3.973 -4.108 2.433  0.0000
H -3.042 -3.102 3.718  0.0000
H -3.820 -2.468 2.285  0.0000
H -1.183 -3.829 2.579  0.0000
H -1.648 -2.462 1.535  0.0000
H -2.139 -3.982 0.958  0.0000

Summary:
E_HOMO (alpha / beta) ... -13.023 / -13.480 eV
Orbital gap (alpha / beta) ... 0.345 / 0.241 Eh
Charge ... +1
Spin multiplicity ... 2
<S²> ... 0.7709
LUMO level (alpha / beta) ... -3.636 / -6.922 eV

three) The following is a DFT calculation (the ωB97M-V functional and the def2-TZVPD basis) of 2 unconnected molecules or ions with the total composition C12H17N.

Last column: Löwdin spin population.
Positions of all 30 atoms, in Å:
C 2.926 -1.652 -0.953  0.0000
C 2.309 -0.410 -1.481  0.0007
C 2.605 -2.106 0.561  0.0000
H 4.072 -1.601 -1.051  0.0000
H 2.555 -2.400 -1.602  0.0000
H 2.740 0.528 -1.245  0.0001
H 2.379 -0.347 -2.531  0.0000
H 3.276 -2.859 0.765  0.0000
H 1.254 -0.353 -1.360  0.0007
H 1.547 -2.371 0.702  0.0000
H 2.722 -1.310 1.338  0.0000
C -2.366 0.165 -2.227  0.0339
C -1.696 1.061 0.264  0.0065
C -2.019 -0.001 -0.722  0.2449
C -1.440 0.288 1.471  0.0325
C -1.778 -1.257 -0.154  0.2138
C -1.043 3.062 1.353  -0.0109
C -0.689 2.306 2.531  0.1114
C -1.522 2.436 0.201  0.1167
C -0.710 0.943 2.510  0.0502
N -1.503 -1.087 1.190  0.1558
H -1.242 4.094 1.498  -0.0025
H -0.394 2.731 3.513  0.0045
H -1.635 2.934 -0.769  0.0046
H -0.159 0.381 3.153  0.0008
H -3.424 0.517 -2.505  0.0156
H -2.256 -0.859 -2.838  0.0008
H -1.646 -2.111 -0.733  0.0079
H -1.073 -1.648 1.781  0.0046
H -1.791 0.925 -2.658  0.0072

Summary:
E_HOMO (alpha / beta) ... -13.242 / -13.227 eV
Orbital gap (alpha / beta) ... 0.348 / 0.218 Eh
Charge ... +1
Spin multiplicity ... 2
<S²> ... 0.7719
LUMO level (alpha / beta) ... -3.781 / -7.304 eV

Most stable = two)

one) The following is a DFT calculation (the ωB97M-V functional and the def2-TZVPD basis) of 2 unconnected molecules or ions with the total composition C2H3NO3.

Last column: Löwdin charge in e.
Positions of all 9 atoms, in Å:
C 0.929 0.561 0.028  0.0154
C 0.402 -0.599 -0.193  -0.3171
O -0.069 -1.625 -0.443  0.1557
H 1.374 1.041 -0.788  0.0543
H 1.036 1.107 0.923  0.0602
O -2.172 0.850 -0.351  0.0751
N -1.925 -0.065 0.336  -0.1360
O -2.907 -1.075 0.335  0.0043
H -2.410 -1.863 0.599  0.0882

Summary:
Structure (SMILES) ... C=C=O.O=NO
E_HOMO ... -9.445 eV
Orbital gap ... 0.356 Eh
LUMO level ... 0.229 eV

two) The following is a DFT calculation (the ωB97M-V functional and the def2-TZVPD basis) of C2H3NO3 in the gas phase.

Last column: Löwdin charge in e.
Positions of all 9 atoms, in Å:
C -1.135 0.851 0.049  0.1274
C -0.190 -0.072 0.071  -0.0832
O -0.641 -1.770 0.095  -0.0726
N 1.238 0.188 0.072  -0.3794
O 1.585 1.393 0.044  0.0556
O 1.955 -0.729 -0.084  0.1332
H -2.241 0.735 0.055  0.1108
H -0.660 1.772 -0.209  0.0732
H 0.089 -2.368 -0.092  0.0349

Summary:
Structure (SMILES) ... C=C(O)[N+](=O)[O-]
E_HOMO ... -10.907 eV
Orbital gap ... 0.361 Eh
LUMO level ... -1.077 eV

three) The following is a DFT calculation (the ωB97M-V functional and the def2-TZVPD basis) of C2H3NO3 in the gas phase.

Last column: Löwdin charge in e.
Positions of all 9 atoms, in Å:
O -1.514 1.330 1.484  0.1114
C -0.476 1.416 0.982  -0.2614
N 0.196 0.309 0.252  0.0454
O -0.598 -0.736 -0.114  0.0262
C 0.229 -1.401 -0.986  -0.2514
O 1.330 -1.010 -1.444  0.0317
H 0.193 2.162 1.268  0.1110
H 0.956 0.369 -0.186  0.0020
H -0.315 -2.439 -1.256  0.1852

Summary:
Structure (SMILES) ... O=CNOC=O
E_HOMO ... -10.096 eV
Orbital gap ... 0.402 Eh
LUMO level ... 0.851 eV

four) The following is a DFT calculation (the ωB97M-V functional and the def2-TZVPD basis) of C2H3NO3 in the gas phase.

Last column: Löwdin charge in e.
Positions of all 9 atoms, in Å:
C -0.101 0.990 -1.301  0.0577
C 0.510 0.406 -0.334  -0.1114
O -0.096 -0.883 -0.043  0.0240
N -0.295 -1.197 1.215  -0.4825
O -0.830 -2.236 1.447  0.1274
O 0.027 -0.414 2.056  0.0921
H 0.421 1.877 -1.546  0.0618
H -0.843 0.668 -1.979  0.0764
H 1.208 0.791 0.484  0.1545

Summary:
Structure (SMILES) ... C=CO[N+](=O)[O-]
E_HOMO ... -10.980 eV
Orbital gap ... 0.425 Eh
LUMO level ... 0.586 eV

Most stable = three)

one) The following is a DFT calculation (the ωB97M-V functional and the def2-TZVPD basis) of C2H3NO3 in the gas phase.

Last column: Löwdin charge in e.
Positions of all 9 atoms, in Å:
O -2.043 -0.058 0.169  0.1422
C -0.877 -0.105 -0.052  -0.4647
N 0.030 1.148 0.119  0.0706
O 1.285 0.638 -0.227  -0.1109
C 1.323 -0.526 0.369  -0.1417
O 0.049 -1.125 -0.365  0.0071
H -0.422 1.761 -0.754  0.2134
H 1.961 -1.230 -0.082  0.1270
H 1.248 -0.431 1.482  0.1568

Summary:
Structure (SMILES) ... O=C1NOCO1
E_HOMO ... -10.245 eV
Orbital gap ... 0.400 Eh
LUMO level ... 0.639 eV

two) The following is a DFT calculation (the ωB97M-V functional and the def2-TZVPD basis) of C2H3NO3 in the gas phase.

Last column: Löwdin charge in e.
Positions of all 9 atoms, in Å:
N 1.641 0.074 -0.293  0.1938
C 0.444 0.418 0.212  -0.5172
O 0.201 1.368 0.885  0.1279
O -0.439 -0.789 0.091  0.0693
C -1.708 -0.411 -0.045  -0.3776
O -2.623 -1.093 -0.362  0.1104
H 2.454 0.574 0.024  0.1239
H 1.784 -0.850 -0.662  0.1163
H -1.755 0.709 0.152  0.1531

Summary:
Structure (SMILES) ... NC(=O)OC=O
E_HOMO ... -10.586 eV
Orbital gap ... 0.408 Eh
LUMO level ... 0.504 eV

Most stable = two)

one) The following is a DFT calculation (the ωB97M-V functional and the def2-TZVPD basis) of 2 unconnected molecules or ions with the total composition C2H3NO3.

Last column: Löwdin charge in e.
Positions of all 9 atoms, in Å:
O 1.201 -0.967 4.167  0.2438
C 0.316 -0.839 3.481  -0.5013
O -0.567 -0.796 2.791  0.2085
C 0.042 0.199 -0.059  -0.0664
N 0.793 0.481 1.205  -0.1139
O 0.616 1.601 1.606  -0.0066
H 0.754 0.268 -0.797  0.0424
H -0.028 -0.908 -0.003  0.0977
H -0.683 0.969 -0.333  0.0958

Summary:
Structure (SMILES) ... O=C=O.CN=O
E_HOMO ... -9.331 eV
Orbital gap ... 0.348 Eh
LUMO level ... 0.148 eV

two) The following is a DFT calculation (the ωB97M-V functional and the def2-TZVPD basis) of C2H3NO3 in the gas phase.

Last column: Löwdin charge in e.
Positions of all 9 atoms, in Å:
N 2.671 -0.057 -0.029  0.1125
C 1.551 -0.191 0.109  -0.0742
C -0.158 -0.114 -0.028  -0.7188
O -0.651 -0.906 0.975  0.1193
O -0.630 -0.390 -1.273  0.0734
O -0.457 1.164 0.156  0.0659
H -1.444 -1.308 0.849  0.0690
H -0.730 0.447 -1.858  0.1857
H -0.151 1.355 1.098  0.1672

Summary:
Structure (SMILES) ... N#CC(O)(O)O
E_HOMO ... -11.931 eV
Orbital gap ... 0.453 Eh
LUMO level ... 0.385 eV

Most stable = two)

one) The following is a DFT calculation (the ωB97M-V functional and the def2-TZVPD basis) of 4 unconnected molecules or ions with the total composition C4H18NO3.

Last column: Löwdin charge in e.
Positions of all 26 atoms, in Å:
C -1.380 -1.596 -0.142  -0.1102
C -0.218 -0.670 -0.409  -0.3022
C 0.024 -0.290 -1.974  -0.1942
C 1.309 0.372 -2.487  -0.0750
N -0.558 0.658 0.475  0.1910
H -1.333 -2.536 -0.858  0.1309
H -2.317 -1.015 -0.412  0.1035
H -1.190 -2.030 0.988  0.1331
H 0.783 -1.100 0.036  0.1671
H -0.182 -1.208 -2.508  0.1016
H -0.892 0.283 -2.159  0.1064
H 1.665 0.874 -1.603  0.0451
H 2.065 -0.353 -2.893  0.1059
H 1.005 1.074 -3.220  0.0664
H -1.245 1.333 -0.074  0.2102
H -1.061 0.422 1.321  0.1211
H 0.255 1.210 0.841  0.1563
H 2.039 -0.915 2.691  -0.0349
H 3.766 -0.842 2.474  0.1652
O 2.744 -0.489 2.287  -0.1207
H 1.121 4.218 -0.562  0.0835
H 1.698 3.077 -1.418  0.0007
O 0.935 3.314 -0.935  -0.0630
H -3.368 -2.072 1.664  0.0183
H -3.520 -1.738 3.026  0.0416
O -2.903 -1.598 2.325  -0.0478

Summary:
E_HOMO ... -14.525 eV
Orbital gap ... 0.426 Eh
Charge ... +1
LUMO level ... -2.936 eV

two) The following is a DFT calculation (the ωB97M-V functional and the def2-TZVPD basis) of 4 unconnected molecules or ions with the total composition C4H18NO3.

Last column: Löwdin charge in e.
Positions of all 26 atoms, in Å:
C -0.286 -0.537 0.191  -0.1387
C 1.021 -0.792 1.004  -0.3913
C 2.008 0.234 0.451  -0.0774
C 0.809 -0.547 2.480  -0.0802
N -1.133 -1.780 0.083  0.1878
H -0.838 0.064 0.901  0.1169
H -0.054 -0.167 -0.784  0.1133
H 1.345 -1.817 0.796  0.1353
H 2.685 0.635 1.202  0.0874
H 2.737 -0.079 -0.305  0.0942
H 1.522 1.067 -0.044  0.0403
H 0.505 0.468 2.707  0.0918
H 1.699 -0.768 3.077  0.0921
H 0.131 -1.270 2.958  0.0817
H -0.598 -2.564 -0.290  0.1667
H -1.591 -2.021 0.962  0.1703
H -1.925 -1.664 -0.582  0.1015
H -0.528 2.595 -0.987  0.0492
H -1.874 2.521 -0.348  0.0559
O -1.203 1.947 -0.740  -0.0571
H -3.564 -1.201 -2.302  0.0773
H -3.219 -2.633 -2.494  0.0806
O -3.228 -1.956 -1.796  -0.0432
H 2.686 3.519 -1.708  0.0500
H 2.678 3.478 -0.212  0.0514
O 2.564 2.899 -0.977  -0.0559

Summary:
E_HOMO ... -14.420 eV
Orbital gap ... 0.422 Eh
Charge ... +1
LUMO level ... -2.938 eV

Most stable = two)

one) The following is a DFT calculation (the ωB97M-V functional and the def2-TZVPD basis) of C2H2O2S2 in the gas phase.

Last column: Löwdin charge in e.
Positions of all 8 atoms, in Å:
O 0.509 0.319 1.768  0.0035
C -0.062 0.053 0.748  -0.7952
S -1.656 -0.782 0.714  0.8308
C 0.581 0.299 -0.624  -0.8899
O -0.167 -0.080 -1.628  -0.0071
S 2.056 0.966 -0.640  0.8094
H -1.651 -0.895 2.085  -0.0836
H 0.391 0.120 -2.422  0.1320

Summary:
Structure (SMILES) ... O=C(S)C(O)=S
E_HOMO ... -9.549 eV
Orbital gap ... 0.314 Eh
LUMO level ... -0.997 eV

two) The following is a DFT calculation (the ωB97M-V functional and the def2-TZVPD basis) of 2 unconnected molecules or ions with the total composition C2H2O2S2.

Last column: Löwdin charge in e.
Positions of all 8 atoms, in Å:
C -0.763 -0.966 1.117  -0.3524
C 2.342 -0.245 -0.275  -0.8814
O -1.880 1.000 -0.764  -0.4841
O 1.662 -1.031 -0.789  0.0836
S 3.213 0.869 0.364  0.7926
S -1.406 0.439 0.900  0.8933
H -0.470 -1.593 0.381  -0.0796
H -2.697 1.527 -0.933  0.0281

Summary:
E_HOMO ... -9.919 eV
Orbital gap ... 0.359 Eh
LUMO level ... -0.160 eV

three) The following is a DFT calculation (the ωB97M-V functional and the def2-TZVPD basis) of 2 unconnected molecules or ions with the total composition C2H2O2S2.

Last column: Löwdin charge in e.
Positions of all 8 atoms, in Å:
C -2.259 -1.047 0.059  -0.3460
C -1.107 -0.181 0.191  -0.6391
O 1.954 0.656 1.208  -0.4249
O 1.556 0.467 -1.204  -0.4550
S -0.953 -1.555 -0.854  0.8450
S 2.429 0.843 -0.127  0.8939
H -1.047 0.885 -0.351  0.1127
H -0.574 -0.068 1.077  0.0134

Summary:
E_HOMO ... -9.187 eV
Orbital gap ... 0.282 Eh
LUMO level ... -1.511 eV

Most stable = one)